(1)
ORCA calculation (ωB97M-V with the def2-TZVPD basis set) on C16H21NO4 in the gas phase.

Structure (XYZ):
```
42
Properties=species:S:1:pos:R:3
C 1.59134 0.23694 -0.90695
H -2.07918 3.89673 2.17660
H 5.37433 -1.46784 -1.11934
H -2.23023 2.67333 -2.02825
H 1.33386 1.47693 2.21493
C -0.80626 2.43732 -0.39832
C 1.78635 1.05689 1.32854
H 0.99067 0.00340 -1.77381
H 5.66155 0.17784 -1.75448
C -2.47564 -1.40043 0.96212
H 3.76625 1.03942 2.15206
C -1.41787 -1.24259 -0.13247
C -1.69627 0.61375 -1.71499
H -3.42761 -1.01936 0.58748
C -0.49067 1.06672 0.25901
H -0.45362 -1.63054 0.21432
C 3.14269 0.81864 1.30051
H 3.38111 -0.43088 -1.84188
H -3.29256 -2.86813 2.28921
H -1.67091 -3.24939 1.71202
H 0.09890 3.04926 -0.43176
C -1.82383 3.21655 0.41313
C 0.99171 0.76805 0.22420
C -2.64310 -2.85164 1.41090
N -1.25740 0.13390 -0.53087
H -3.43444 -4.73964 0.73272
H -2.18717 -0.79625 1.82601
H -4.19317 -3.33222 -0.01283
H -0.60203 2.24892 -2.57133
C 3.74321 0.27791 0.16147
C 5.75075 -0.46912 -0.87590
H -1.72423 -1.78484 -1.02952
C -1.34026 2.09141 -1.78558
O -2.26329 -0.03525 -2.56411
O -2.85791 3.66269 0.00196
H 6.79818 -0.54050 -0.58740
C -3.24894 -3.74460 0.33461
H -0.82735 1.05187 1.30180
H -2.58243 -3.84030 -0.51790
O -1.42312 3.38073 1.68125
C 2.95267 -0.01243 -0.94508
O 5.08594 0.07671 0.23793
```

Computed properties:
SMILES string = CCCCN1C(=O)C[C@@H](C(=O)O)[C@@H]1c1ccc(OC)cc1
Highest occupied orbital energy = -8.66 eV
HOMO-LUMO gap = 9.2 eV
Relative energy (zero: lowest compared OMol25 entry of this formula, charge and spin) = 55.23 kJ/mol
DFT total energy = -978.04905 a.u.
Strongest force on any atom = 0.7 eV/Å


(2)
ORCA calculation (ωB97M-V with the def2-TZVPD basis set) on a molecular structure, C35H35CeN5O2S3Si.

Structure (XYZ):
```
82
Properties=species:S:1:pos:R:3
C 1.82809 -4.38510 -4.99943
H -0.81041 2.45520 -5.59155
H -3.32065 0.12672 0.52988
C -2.31637 2.08320 -4.10218
C 1.61135 0.48712 6.79187
S -1.31422 -3.17849 -1.60748
H 2.41535 0.81249 0.14541
C -1.53643 2.08185 0.63809
H 0.99515 -6.26854 -5.60987
C 3.40624 1.81205 5.89579
C 1.91917 -4.54821 -3.61953
H -2.05027 3.57413 2.12692
H -3.08796 2.67647 -4.57142
H 2.01552 -3.61328 -1.70130
N -3.88707 -5.77543 2.07489
C -0.46268 0.55649 -2.85309
C 2.21476 1.84528 0.39674
H -4.92085 1.01791 2.16916
C 1.14808 -0.83648 2.01574
C 2.60784 2.83702 -0.49877
H -4.48684 3.49039 1.78320
C 1.62830 1.05583 4.42893
H -3.01114 -0.54266 2.11962
C 2.79957 1.18275 6.97241
C -2.88748 -5.34202 -1.31016
H 0.90513 1.07168 -4.43220
N 0.36296 -0.28166 -2.06723
C 1.44322 3.51195 1.93565
C -1.05400 1.95256 -4.66442
C 1.81089 -1.98742 -4.68304
S -1.72868 -2.82182 1.66503
H 0.11240 -0.13556 5.41183
H 2.73306 -6.14331 -5.84167
N -1.65470 0.68457 -2.28609
C 1.87012 -2.18367 -3.30512
C -0.95714 1.01581 2.78543
C 1.84017 4.50643 1.05583
H -0.50819 2.42359 0.56490
H 3.31163 2.24792 3.80459
C 2.41143 4.16886 -0.16861
O 2.13634 -1.22163 -0.89829
S 1.85661 -0.77130 -2.29305
H 1.70293 5.54738 1.32097
H 3.25335 1.23249 7.95421
C 2.82450 1.74813 4.63444
C 1.94012 -3.46121 -2.76682
C -0.09372 1.17724 -4.03564
C -3.86783 2.71879 1.32362
C -2.98532 0.37738 1.54432
C 1.77935 -3.09171 -5.51617
H 4.33362 2.35309 6.03496
O 2.70854 0.20183 -2.89469
H 1.72198 -2.94768 -6.58795
H -3.53128 1.51415 -2.41707
H 1.63790 -5.30174 -6.94060
C -2.42721 3.19479 1.17279
H 1.96158 -5.54709 -3.20222
H -1.86286 1.82139 -0.36516
H 0.98803 3.79380 2.88091
C 1.03677 0.42228 5.53007
C -2.43776 -4.09059 0.71905
C 1.79568 -5.58741 -5.90174
C -3.91054 1.43057 2.13531
C -2.26856 -4.23322 -0.60475
H 1.79390 -0.98938 -5.09859
H 2.71548 4.94877 -0.85530
H -3.62297 1.63357 3.17165
H -2.36620 4.02980 0.47011
H 0.76172 -1.58622 2.71481
H -4.28973 2.52934 0.32892
N -3.37074 -6.20102 -1.90134
H -1.33451 0.21594 3.43341
H -1.27548 1.95548 3.24837
C 1.60441 2.15813 1.61284
H 2.18890 -1.06829 1.77364
H 1.13670 -0.00712 7.62991
H 3.06849 2.56161 -1.43954
Ce -0.21546 -1.15255 -0.03181
N -1.56809 0.82161 1.43630
C -3.25069 -5.04283 1.45959
Si 0.90370 0.84449 2.72801
C -2.56700 1.43423 -2.90619
```

Computed properties:
Highest occupied orbital energy (spin up / spin down) = -7.83 / -7.83 eV
HOMO-LUMO gap (spin up / spin down) = 6.1 / 6.1 eV
Relative energy (zero: lowest compared OMol25 entry of this formula, charge and spin) = 0.00 kJ/mol
DFT total energy = -3738.19838 a.u.
Strongest force on any atom = 1.9 eV/Å


(3)
ORCA calculation (ωB97M-V with the def2-TZVPD basis set) on 2 unconnected molecules or ions with the total composition H3N3O3.

Structure (XYZ):
```
9
Properties=species:S:1:pos:R:3
H -1.33850 -0.31096 0.00827
O 2.32259 0.27649 -1.52911
N 1.61028 1.42852 -1.95975
H 1.59691 -0.29006 -1.26821
O 2.18717 2.12003 -2.77425
H -0.86346 0.04684 1.53104
N -0.55492 -0.37560 0.62338
N 0.65817 1.81331 -1.27860
O -0.21528 1.14381 -0.58131
```

Computed properties:
Highest occupied orbital energy (spin up / spin down) = -10.10 / -9.88 eV
HOMO-LUMO gap (spin up / spin down) = 9.4 / 7.8 eV
Relative energy (zero: lowest compared OMol25 entry of this formula, charge and spin) = 761.49 kJ/mol
DFT total energy = -391.45021 a.u.
Strongest force on any atom = 3.9 eV/Å


(4)
ORCA calculation (ωB97M-V with the def2-TZVPD basis set) on 2 unconnected molecules or ions with the total composition C5H15NO2.

Structure (XYZ):
```
23
Properties=species:S:1:pos:R:3
H -0.82868 2.30565 1.31379
H 1.36312 -0.24690 0.38205
C -1.28672 1.32538 1.38606
H 0.94530 -0.74692 -2.13862
H -2.28200 -0.95578 1.22994
H 1.25231 -3.56087 0.96471
H -0.36903 -1.55031 -1.23655
C -0.12977 0.53114 -0.73183
O -1.70956 -0.87930 0.47229
H -0.11029 -3.05838 1.18191
C -1.44706 0.47026 0.10449
N 1.03798 0.69086 0.16727
H -0.20334 1.49757 -1.24662
O 0.43069 -3.84022 1.35175
H -0.77126 -0.35006 -2.49988
H -2.26309 1.63825 1.80217
H 2.72319 0.73891 -1.18348
H 1.85129 2.29191 -1.01263
H 2.84420 1.55608 0.34467
H -0.83085 0.59790 2.05040
H -2.30340 0.78249 -0.49621
C 2.15509 1.39131 -0.49203
C -0.06814 -0.62899 -1.71365
```

Computed properties:
SMILES string = CN[C@@H](C)[C@H](C)O.O
Highest occupied orbital energy = -8.95 eV
HOMO-LUMO gap = 9.7 eV
Relative energy (zero: lowest compared OMol25 entry of this formula, charge and spin) = 136.67 kJ/mol
DFT total energy = -404.70301 a.u.
Strongest force on any atom = 1.9 eV/Å